# 1
# C15H42NO9P2Si

A 3-piece molecular cluster, C15H42NO9P2Si overall (the ωB97M-V functional and the def2-TZVPD basis, the Open Molecules 2025 dataset).

Last columns: bonded neighbours and bond lengths (Å).
Positions of all 70 atoms, in Å:
1 C 5.68 -1.56 1.86  Si2 1.848, H7 1.094, H8 1.090, H9 1.089
2 Si 4.56 -0.46 0.89  C1 1.848, C3 1.854, C4 1.849, N5 1.926
3 C 3.51 -1.49 -0.23  Si2 1.854, H10 1.089, H11 1.093, H12 1.090
4 C 5.53 0.86 0.04  Si2 1.849, H13 1.094, H14 1.092, H15 1.091
5 N 3.31 0.43 2.06  Si2 1.926, O6 1.414, H16 1.025, H17 1.023
6 O 3.23 -0.16 3.34  N5 1.414, H18 0.968
7 H 6.26 -2.09 1.10  C1 1.094
8 H 6.40 -1.02 2.47  C1 1.090
9 H 5.13 -2.27 2.48  C1 1.089
10 H 2.93 -0.84 -0.88  C3 1.089
11 H 2.84 -2.12 0.37  C3 1.093
12 H 4.18 -2.15 -0.79  C3 1.090
13 H 6.30 1.23 0.72  C4 1.094
14 H 6.06 0.42 -0.81  C4 1.092
15 H 4.96 1.72 -0.31  C4 1.091
16 H 2.39 0.39 1.61  N5 1.025
17 H 3.52 1.43 2.18  N5 1.023
18 H 2.35 -0.56 3.42  O6 0.968
19 O -1.51 2.50 2.11  P20 1.468
20 P -2.20 2.60 3.40  O19 1.468, O21 1.606, O24 1.580, O27 1.569
21 O -1.61 1.55 4.47  P20 1.606, C22 1.418
22 C -0.31 1.01 4.29  O21 1.418, C23 1.515, H30 1.096, H31 1.093
23 C 0.76 1.72 5.09  C22 1.515, H32 1.092, H33 1.092, H34 1.090
24 O -3.70 2.12 3.31  P20 1.580, C25 1.435
25 C -4.29 1.70 2.07  O24 1.435, C26 1.513, H35 1.090, H36 1.089
26 C -4.19 0.20 1.90  C25 1.513, H37 1.091, H38 1.090, H39 1.090
27 O -2.48 3.89 4.25  P20 1.569, C28 1.440
28 C -1.43 4.66 4.86  O27 1.440, C29 1.514, H40 1.092, H41 1.088
29 C -0.45 5.23 3.86  C28 1.514, H42 1.092, H43 1.090, H44 1.089
30 H -0.05 1.03 3.22  C22 1.096
31 H -0.37 -0.03 4.60  C22 1.093
32 H 0.88 2.76 4.77  C23 1.092
33 H 1.72 1.21 4.95  C23 1.092
34 H 0.54 1.73 6.16  C23 1.090
35 H -3.82 2.22 1.23  C25 1.090
36 H -5.33 2.01 2.10  C25 1.089
37 H -3.16 -0.14 2.02  C26 1.091
38 H -4.55 -0.10 0.92  C26 1.090
39 H -4.79 -0.31 2.66  C26 1.090
40 H -0.93 4.05 5.62  C28 1.092
41 H -1.93 5.47 5.39  C28 1.088
42 H 0.02 4.44 3.26  C29 1.092
43 H 0.34 5.78 4.37  C29 1.090
44 H -0.95 5.90 3.17  C29 1.089
45 O -2.41 -2.51 -3.29  P46 1.464
46 P -1.51 -1.65 -4.06  O45 1.464, O47 1.590, O50 1.603, O53 1.571
47 O -0.21 -2.41 -4.58  P46 1.590, C48 1.438
48 C -0.19 -3.83 -4.78  O47 1.438, C49 1.512, H56 1.091, H57 1.090
49 C -0.42 -4.20 -6.23  C48 1.512, H58 1.091, H59 1.090, H60 1.091
50 O -0.84 -0.56 -3.10  P46 1.603, C51 1.423
51 C -1.19 -0.49 -1.72  O50 1.423, C52 1.516, H61 1.090, H62 1.091
52 C -0.21 -1.30 -0.88  C51 1.516, H63 1.090, H64 1.093, H65 1.091
53 O -1.88 -0.65 -5.20  P46 1.571, C54 1.444
54 C -2.32 -1.10 -6.50  O53 1.444, C55 1.513, H66 1.092, H67 1.088
55 C -3.59 -1.92 -6.44  C54 1.513, H68 1.092, H69 1.090, H70 1.090
56 H -0.92 -4.31 -4.14  C48 1.091
57 H 0.80 -4.16 -4.46  C48 1.090
58 H -1.42 -3.91 -6.56  C49 1.091
59 H -0.32 -5.28 -6.36  C49 1.090
60 H 0.31 -3.71 -6.88  C49 1.091
61 H -2.21 -0.84 -1.55  C51 1.090
62 H -1.15 0.56 -1.44  C51 1.091
63 H -0.12 -2.32 -1.25  C52 1.090
64 H -0.53 -1.33 0.16  C52 1.093
65 H 0.78 -0.84 -0.94  C52 1.091
66 H -1.51 -1.64 -6.99  C54 1.092
67 H -2.49 -0.19 -7.08  C54 1.088
68 H -3.48 -2.79 -5.80  C55 1.092
69 H -3.87 -2.25 -7.44  C55 1.090
70 H -4.41 -1.32 -6.04  C55 1.090

Its total charge is +1. The calculation puts the HOMO energy at -12.49 eV. For the LUMO energy, the calculation gives -0.122 Ha. The total energy comes out at -62608.02893 eV.

Mulliken population analysis, charges in e, atoms 1 to 2:
1 C -0.9543
2 Si 0.2996



# 2
# C15H42O9

A 6-piece molecular cluster, C15H42O9 overall (the ωB97M-V functional and the def2-TZVPD basis, the Open Molecules 2025 dataset).

Last columns: bonded neighbours and bond lengths (Å).
Positions of all 66 atoms, in Å:
1 C 0.85 2.08 -4.40  C2 1.616, H5 1.245, H6 1.126, H7 1.124
2 C 1.51 0.75 -5.05  C1 1.616, C3 1.480, O4 1.460, H8 0.947
3 C 2.84 0.55 -4.44  C2 1.480, H9 1.215, H10 1.143, H11 0.970
4 O 0.66 -0.42 -4.85  C2 1.460, H12 0.869
5 H 1.65 3.01 -4.62  C1 1.245
6 H 0.80 2.06 -3.28  C1 1.126
7 H -0.18 2.29 -4.81  C1 1.124
8 H 1.57 0.81 -5.99  C2 0.947
9 H 2.80 0.41 -3.23  C3 1.215
10 H 3.55 1.45 -4.44  C3 1.143
11 H 3.35 -0.11 -4.94  C3 0.970
12 H 1.17 -1.00 -5.25  O4 0.869
13 C 1.76 1.57 0.43  C14 1.539, H17 1.222, H18 1.201, H19 0.949
14 C 1.17 0.15 0.39  C13 1.539, C15 1.544, O16 1.387, H20 1.171
15 C 1.49 -0.65 1.67  C14 1.544, H21 1.098, H22 1.163, H23 1.202
16 O -0.19 0.27 0.16  C14 1.387, H24 0.970
17 H 1.36 2.42 1.22  C13 1.222
18 H 1.65 2.03 -0.67  C13 1.201
19 H 2.69 1.37 0.37  C13 0.949
20 H 1.76 -0.40 -0.45  C14 1.171
21 H 1.44 -0.05 2.59  C15 1.098
22 H 2.62 -0.92 1.69  C15 1.163
23 H 0.71 -1.56 1.67  C15 1.202
24 H -0.46 -0.01 -0.73  O16 0.970
25 C -2.81 -4.17 1.80  C26 1.557, H29 1.081, H30 1.079, H31 1.041
26 C -2.77 -3.00 0.78  C25 1.557, C27 1.481, O28 1.392, H32 1.053
27 C -1.75 -3.25 -0.27  C26 1.481, H33 1.232, H34 1.196, H35 1.105
28 O -4.02 -2.76 0.21  C26 1.392, H36 0.853
29 H -2.81 -5.11 1.26  C25 1.081
30 H -3.80 -4.11 2.21  C25 1.079
31 H -1.97 -4.30 2.41  C25 1.041
32 H -2.47 -2.06 1.17  C26 1.053
33 H -1.68 -4.36 -0.79  C27 1.232
34 H -0.58 -3.09 -0.10  C27 1.196
35 H -1.94 -2.53 -1.09  C27 1.105
36 H -4.67 -2.39 0.62  O28 0.853
37 O 3.92 -0.46 5.43  C38 1.461, H41 0.991
38 C 5.34 -0.35 5.09  O37 1.461, C39 1.543, H42 1.027, H43 1.061
39 C 5.58 0.46 3.80  C38 1.543, O40 1.400, H44 1.037, H45 1.062
40 O 6.95 0.54 3.55  C39 1.400, H46 0.954
41 H 3.81 -0.48 6.41  O37 0.991
42 H 5.63 0.18 5.92  C38 1.027
43 H 5.97 -1.19 5.22  C38 1.061
44 H 5.35 1.45 4.01  C39 1.037
45 H 5.14 0.06 2.92  C39 1.062
46 H 7.10 -0.35 3.23  O40 0.954
47 O -2.43 0.82 1.86  C48 1.352, H51 1.110
48 C -3.54 1.57 1.70  O47 1.352, C49 1.580, H52 1.084, H53 1.106
49 C -3.23 3.04 2.19  C48 1.580, O50 1.410, H54 1.167, H55 1.130
50 O -4.31 3.92 2.44  C49 1.410, H56 1.026
51 H -1.67 0.90 1.06  O47 1.110
52 H -3.75 1.43 0.65  C48 1.084
53 H -4.33 1.37 2.45  C48 1.106
54 H -2.56 3.55 1.37  C49 1.167
55 H -2.56 2.84 3.07  C49 1.130
56 H -4.93 3.92 1.62  O50 1.026
57 O -4.44 0.67 -2.22  C58 1.347, H61 0.958
58 C -3.26 0.11 -1.87  O57 1.347, C59 1.547, H62 1.033, H63 1.155
59 C -2.12 0.43 -2.86  C58 1.547, O60 1.348, H64 1.122, H65 1.166
60 O -0.93 -0.12 -2.54  C59 1.348, H66 0.839
61 H -4.85 0.15 -2.92  O57 0.958
62 H -3.06 0.24 -0.87  C58 1.033
63 H -3.26 -1.05 -1.85  C58 1.155
64 H -1.90 1.53 -2.86  C59 1.122
65 H -2.39 0.10 -3.94  C59 1.166
66 H -0.55 -0.26 -3.28  O60 0.839

The calculation puts the HOMO energy at -8.93 eV. The structure (SMILES) is CC(C)O.CC(C)O.CC(C)O.OCCO.OCCO.OCCO. For the LUMO energy, the calculation gives 0.017 Ha. The calculation puts the energy above the lowest of the compared OMol25 structures with the same formula, charge and spin at 684.65 kJ/mol. The total energy comes out at -34653.66158 eV.

Mulliken population analysis, charges in e, atoms 1 to 2:
1 C -0.9395
2 C 0.3234